(1)
ORCA calculation (ωB97M-V/def2-TZVPD) on a structure of composition C38H26LiN7O6.

Summary:
HOMO energy, Eh: -0.0543
Relative energy (zero: lowest compared OMol25 entry of this formula, charge and spin), kcal per mole: 34.2
Frontier orbital gap, eV: 5.3285
Lowest unoccupied orbital energy, hartree: 0.14149
Largest force on an atom, Eh/bohr: 0.008

Structure (ORCA input):
```
! RIJCOSX wB97M-V def2-TZVPD def2/J DEFGRID3
* xyz -2 1
Li 1.01 1.97 1.28
O 2.41 -1.00 2.32
C 2.40 -0.66 1.11
N 2.41 0.57 0.65
C 2.74 0.85 -0.67
C 3.83 0.26 -1.31
C 4.18 0.55 -2.63
C 3.43 1.47 -3.33
C 2.37 2.12 -2.70
C 2.03 1.87 -1.37
N 0.96 2.51 -0.75
C 0.74 3.80 -0.93
O -0.34 4.38 -0.73
C 1.89 4.74 -1.31
C 1.63 5.82 -2.16
C 2.66 6.68 -2.47
C 3.91 6.47 -1.90
C 4.06 5.40 -1.04
N 3.08 4.54 -0.76
C 2.13 -1.86 0.20
C 2.76 -3.08 0.48
C 2.39 -4.21 -0.24
C 1.39 -4.10 -1.19
C 0.81 -2.85 -1.38
N 1.17 -1.76 -0.72
H 4.43 -0.45 -0.74
H 5.03 0.05 -3.09
H 3.67 1.70 -4.37
H 1.77 2.83 -3.26
H 0.62 5.95 -2.53
H 2.49 7.52 -3.14
H 4.75 7.12 -2.11
H 5.01 5.21 -0.56
H 3.49 -3.11 1.27
H 2.88 -5.16 -0.05
H 1.06 -4.95 -1.77
H 0.00 -2.72 -2.10
O -0.20 3.48 4.87
C -0.39 3.15 3.68
O 0.47 2.88 2.81
C -1.84 3.03 3.22
C -2.84 2.86 4.17
C -4.18 2.67 3.81
C -4.46 2.67 2.46
O -5.68 2.51 1.84
C -5.38 2.46 0.45
O -4.04 2.83 0.25
C -3.47 2.85 1.52
C -2.15 3.04 1.85
H -2.54 2.88 5.21
H -4.96 2.53 4.54
H -6.03 3.16 -0.08
H -5.54 1.43 0.08
H -1.39 3.19 1.09
N -0.94 -4.56 0.66
C -1.36 -5.74 0.10
C -0.91 -7.05 0.20
C -1.59 -8.01 -0.53
C -2.69 -7.66 -1.33
C -3.13 -6.35 -1.43
C -2.45 -5.38 -0.71
N -2.66 -4.01 -0.65
C -1.74 -3.56 0.17
C -1.48 -2.17 0.54
C -0.90 -1.85 1.76
C -0.50 -0.54 1.99
N -0.61 0.41 1.06
C -1.22 0.11 -0.08
C -1.71 -1.15 -0.38
H -0.10 -4.40 1.20
H -0.06 -7.31 0.82
H -1.28 -9.04 -0.47
H -3.20 -8.44 -1.88
H -3.97 -6.08 -2.06
H -0.72 -2.60 2.52
H 0.00 -0.27 2.90
H -1.25 0.93 -0.80
H -2.16 -1.37 -1.34
*
```



(2)
ORCA calculation (ωB97M-V/def2-TZVPD) on a structure of composition C38H27BF4N8NaO3Se.

Summary:
HOMO energy, Eh: -0.2196
Relative energy (zero: lowest compared OMol25 entry of this formula, charge and spin), kcal per mole: 6.7
Frontier orbital gap, eV: 7.3527
Lowest unoccupied orbital energy, hartree: 0.05061
Largest force on an atom, Eh/bohr: 0.014

Structure (ORCA input):
```
! RIJCOSX wB97M-V def2-TZVPD def2/J DEFGRID3
* xyz -1 1
Na 1.35 -1.46 -0.32
C 3.42 3.11 -1.94
C 2.21 2.62 -1.46
N 2.14 1.96 -0.32
C 3.28 1.76 0.35
C 4.49 2.24 -0.15
N 4.56 2.93 -1.29
C 3.19 1.03 1.64
C 4.13 1.23 2.65
C 3.98 0.57 3.86
C 2.88 -0.27 4.02
C 2.00 -0.41 2.96
N 2.15 0.22 1.80
C 0.78 -1.26 3.08
C -0.15 -1.07 4.09
N -1.27 -1.78 4.16
C -1.45 -2.67 3.19
C -0.53 -2.87 2.17
N 0.60 -2.17 2.12
C 4.96 0.75 4.95
C 5.52 2.00 5.23
C 6.42 2.12 6.27
N 6.81 1.11 7.03
C 6.28 -0.08 6.77
C 5.37 -0.31 5.75
H 3.47 3.65 -2.88
H 1.29 2.75 -2.01
H 5.42 2.05 0.36
H 4.97 1.90 2.50
H 2.71 -0.79 4.95
H 0.01 -0.31 4.85
H -2.37 -3.25 3.21
H -0.72 -3.57 1.37
H 5.23 2.87 4.65
H 6.86 3.09 6.50
H 6.61 -0.90 7.39
H 4.99 -1.31 5.58
O -1.57 -0.92 -2.65
C -2.19 -2.15 -2.31
C -1.52 -2.80 -1.05
O -2.05 -3.81 -0.58
O -0.48 -2.22 -0.64
C -3.63 -1.83 -1.96
C -4.57 -2.86 -1.84
C -5.88 -2.57 -1.48
C -6.27 -1.26 -1.24
C -5.34 -0.24 -1.36
C -4.03 -0.52 -1.72
C -2.09 -3.09 -3.51
C -2.78 -2.76 -4.67
C -2.67 -3.52 -5.82
C -1.85 -4.64 -5.82
C -1.15 -4.98 -4.68
C -1.27 -4.21 -3.53
H -0.63 -1.07 -2.79
H -4.26 -3.88 -2.01
H -6.60 -3.38 -1.39
H -7.29 -1.03 -0.96
H -5.63 0.79 -1.18
H -3.30 0.28 -1.82
H -3.42 -1.88 -4.67
H -3.22 -3.25 -6.71
H -1.75 -5.25 -6.72
H -0.50 -5.85 -4.67
H -0.73 -4.50 -2.63
F 3.59 0.48 -3.20
B 2.71 -0.49 -2.76
F 1.37 -0.02 -2.78
F 2.81 -1.67 -3.47
F 2.99 -0.77 -1.36
Se -0.76 0.65 0.01
N -2.03 0.13 1.12
C -2.85 1.16 1.27
C -4.00 1.16 2.11
C -4.78 2.27 2.16
C -4.45 3.44 1.41
C -3.36 3.49 0.61
C -2.51 2.35 0.53
N -1.40 2.27 -0.21
H -4.24 0.26 2.66
H -5.66 2.28 2.79
H -5.10 4.31 1.48
H -3.10 4.37 0.04
*
```



(3)
ORCA calculation (ωB97M-V/def2-TZVPD) on a cluster of 3 separate species, C38H27Br2FNO6PS2 in total in a non-equilibrium geometry.

Summary:
HOMO energy, Eh: -0.3347
Frontier orbital gap, eV: 7.7133
Lowest unoccupied orbital energy, hartree: -0.05120
Largest force on an atom, Eh/bohr: 0.026
SMILES string: Cc1ccc(Cc2c(N=C=S)cc3c(c2F)C(=O)c2ccc([PH2]=S)c([C@@H](Br)[C@@H](C)Br)c2C3=O)cc1.O=C1C=CC(=O)C=C1.O=C1C=CC(=O)C=C1

Structure (ORCA input):
```
! RIJCOSX wB97M-V def2-TZVPD def2/J DEFGRID3
* xyz 0 1
C -5.66 -0.55 5.96
C -5.61 0.27 4.69
C -5.61 -0.31 3.42
C -5.54 0.46 2.28
C -5.46 1.84 2.35
C -5.32 2.65 1.06
C -3.85 2.69 0.68
C -2.98 3.59 1.31
N -3.47 4.53 2.29
C -3.98 5.55 1.84
S -4.80 6.71 1.21
C -1.63 3.60 1.03
C -1.14 2.69 0.11
C -1.98 1.81 -0.55
C -3.34 1.81 -0.26
F -4.15 0.95 -0.88
C -1.35 0.85 -1.52
O -1.82 0.55 -2.58
C -0.04 0.31 -1.03
C 0.25 -1.03 -1.22
C 1.44 -1.49 -0.69
C 2.30 -0.65 0.01
P 3.78 -1.49 0.67
S 5.35 -1.42 -0.46
C 2.04 0.72 0.17
C 3.06 1.59 0.89
Br 3.93 2.83 -0.35
C 2.62 2.24 2.24
C 2.66 3.77 2.31
Br 0.91 1.57 2.91
C 0.83 1.18 -0.37
C 0.32 2.59 -0.24
O 0.95 3.60 -0.46
C -5.48 2.43 3.60
C -5.56 1.66 4.76
H -6.68 -0.77 6.27
H -5.09 -1.47 5.80
H -5.14 -0.02 6.76
H -5.66 -1.39 3.36
H -5.53 -0.06 1.32
H -5.89 2.15 0.27
H -5.72 3.65 1.21
H -0.93 4.27 1.52
H -0.42 -1.69 -1.75
H 1.67 -2.54 -0.80
H 3.34 -2.78 1.00
H 4.01 -0.86 1.91
H 3.88 0.94 1.14
H 3.34 1.91 2.99
H 1.98 4.24 1.61
H 3.68 4.12 2.23
H 2.31 4.04 3.31
H -5.43 3.50 3.73
H -5.56 2.13 5.73
O 9.15 -3.66 1.20
C 9.44 -3.84 0.04
C 10.61 -4.66 -0.35
C 10.93 -4.85 -1.63
C 10.13 -4.24 -2.72
O 10.42 -4.42 -3.89
C 8.96 -3.42 -2.33
C 8.64 -3.23 -1.06
H 11.18 -5.10 0.46
H 11.77 -5.45 -1.93
H 8.39 -2.98 -3.14
H 7.79 -2.63 -0.75
O -1.64 -2.98 -3.69
C -2.46 -2.72 -4.55
C -3.21 -1.44 -4.53
C -4.11 -1.16 -5.47
C -4.41 -2.11 -6.57
O -5.23 -1.85 -7.42
C -3.66 -3.39 -6.58
C -2.76 -3.67 -5.64
H -2.97 -0.76 -3.72
H -4.67 -0.23 -5.48
H -3.89 -4.07 -7.39
H -2.20 -4.60 -5.64
*
```



(4)
ORCA calculation (ωB97M-V/def2-TZVPD) on a structure of composition C38H27Cl5IN8O4Pr in a non-equilibrium geometry.

Summary:
HOMO energy (alpha / beta), Eh: -0.2547 / -0.2546
Relative energy (zero: lowest compared OMol25 entry of this formula, charge and spin), kcal per mole: 5.4
Frontier orbital gap (alpha / beta), eV: 6.8786 / 6.8771
⟨S²⟩: 2.00
Lowest unoccupied orbital energy (alpha / beta), hartree: -0.00190 / -0.00189
Largest force on an atom, Eh/bohr: 0.021

Structure (ORCA input):
```
! RIJCOSX wB97M-V def2-TZVPD def2/J DEFGRID3
* xyz 0 3
Pr 0.82 -0.52 0.83
Cl 6.06 -1.32 -4.17
C 4.88 -1.65 -2.94
C 4.31 -0.59 -2.26
C 3.34 -0.80 -1.28
N 2.66 0.23 -0.59
C 2.83 1.52 -0.94
O 3.61 2.02 -1.75
C 1.82 2.48 -0.32
C 1.82 3.78 -0.79
C 0.85 4.67 -0.35
C -0.09 4.22 0.56
C -0.02 2.90 0.99
N 0.91 2.04 0.56
C 2.97 -2.14 -0.97
C 3.56 -3.18 -1.67
C 4.50 -2.95 -2.66
Cl 5.18 -4.30 -3.51
N 2.10 -2.34 0.11
C 1.51 -3.53 0.33
O 1.38 -4.50 -0.41
C 0.98 -3.64 1.75
C 0.70 -4.91 2.25
C 0.28 -5.03 3.57
C 0.17 -3.88 4.34
C 0.47 -2.66 3.76
N 0.87 -2.53 2.49
H 4.63 0.41 -2.49
H 2.59 4.06 -1.50
H 0.83 5.69 -0.72
H -0.88 4.86 0.93
H -0.73 2.52 1.71
H 3.27 -4.19 -1.44
H 0.81 -5.75 1.59
H 0.05 -6.00 3.98
H -0.14 -3.93 5.37
H 0.40 -1.75 4.34
Cl 0.70 3.30 7.40
C 0.32 2.38 5.99
C 1.35 1.88 5.20
C 1.03 1.15 4.07
Cl 2.32 0.53 3.06
C -0.29 0.89 3.66
O -0.57 0.23 2.57
C -1.28 1.40 4.52
Cl -2.93 1.10 4.08
C -1.00 2.14 5.65
H 2.38 2.06 5.46
H -1.80 2.52 6.27
I -3.51 -5.69 1.17
C -2.74 -3.77 1.27
C -3.07 -2.79 2.18
N -2.28 -1.74 1.90
N -1.45 -1.98 0.89
C -1.71 -3.22 0.49
H -3.81 -2.78 2.97
H -2.14 -0.89 2.44
H -1.18 -3.68 -0.33
C -3.21 2.91 -3.42
N -2.86 1.91 -2.43
N -1.66 1.25 -2.45
C -1.45 0.65 -1.23
O -0.46 -0.08 -0.98
C -2.57 1.01 -0.43
C -3.39 1.79 -1.20
C -4.67 2.45 -0.84
C -0.88 1.02 -3.62
C -1.49 0.64 -4.82
C -0.69 0.39 -5.93
C 0.69 0.48 -5.84
C 1.28 0.85 -4.64
C 0.50 1.13 -3.54
H -2.38 3.04 -4.11
H -3.41 3.86 -2.93
H -4.09 2.61 -3.99
H -2.72 0.71 0.60
H -5.00 2.09 0.14
H -5.45 2.22 -1.57
H -4.56 3.53 -0.79
H -2.56 0.53 -4.88
H -1.16 0.10 -6.86
H 1.30 0.26 -6.70
H 2.36 0.92 -4.55
H 0.96 1.42 -2.61
*
```



(5)
ORCA calculation (ωB97M-V/def2-TZVPD) on a structure of composition C38H28N7O4PbS in a non-equilibrium geometry.

Summary:
HOMO energy, Eh: -0.1653
Relative energy (zero: lowest compared OMol25 entry of this formula, charge and spin), kcal per mole: 81.9
Frontier orbital gap, eV: 6.1923
Lowest unoccupied orbital energy, hartree: 0.06226
Largest force on an atom, Eh/bohr: 0.061

Structure (ORCA input):
```
! RIJCOSX wB97M-V def2-TZVPD def2/J DEFGRID3
* xyz -1 1
Pb -0.64 0.46 -0.89
N -4.19 -1.71 1.08
C -3.63 -0.91 0.15
N -2.65 -1.25 -0.61
C -2.07 -2.50 -0.47
N -1.02 -2.84 -1.12
N -0.54 -1.83 -1.97
C -0.71 -2.13 -3.18
C -0.66 -1.06 -4.21
C -0.30 -1.28 -5.53
C -0.37 -0.19 -6.39
C -0.82 1.03 -5.90
C -1.19 1.13 -4.56
N -1.10 0.10 -3.74
C -2.68 -3.46 0.47
C -2.22 -4.77 0.63
C -2.83 -5.61 1.53
C -3.90 -5.16 2.30
C -4.37 -3.87 2.16
C -3.76 -3.02 1.24
H -4.99 -1.38 1.59
H -4.03 0.10 0.04
H -0.95 -3.15 -3.47
H 0.04 -2.25 -5.87
H -0.09 -0.29 -7.43
H -0.90 1.90 -6.54
H -1.55 2.03 -4.07
H -1.38 -5.09 0.03
H -2.47 -6.63 1.65
H -4.38 -5.83 3.01
H -5.20 -3.51 2.76
C 2.60 -3.33 -0.59
C 2.91 -3.50 0.76
C 2.29 -2.70 1.71
C 1.37 -1.72 1.29
N 1.11 -1.57 0.00
C 1.68 -2.35 -0.89
C 0.61 -0.84 2.21
C 0.82 -1.00 3.58
C 0.15 -0.21 4.50
C -0.72 0.77 4.03
C -0.92 0.95 2.67
C -0.27 0.14 1.72
H 3.05 -3.95 -1.36
H 3.62 -4.25 1.08
H 2.51 -2.84 2.75
H 1.45 -2.17 -1.89
H 1.51 -1.74 3.95
H 0.32 -0.34 5.56
H -1.24 1.41 4.73
H -1.54 1.69 2.29
O -1.94 1.79 -1.76
O -0.68 6.64 2.39
S -0.66 5.31 2.94
O -0.92 5.21 4.36
N -1.55 4.29 2.09
C -0.83 3.33 1.48
O -1.26 2.44 0.78
C 0.66 3.45 1.79
C 1.73 2.65 1.43
C 3.01 2.99 1.86
C 3.23 4.12 2.65
C 2.16 4.92 3.03
C 0.90 4.55 2.59
H 1.59 1.76 0.83
H 3.85 2.36 1.57
H 4.23 4.36 2.97
H 2.29 5.79 3.66
C 3.49 2.85 -2.71
C 2.38 3.50 -2.17
C 1.31 2.76 -1.69
C 1.32 1.37 -1.73
C 2.42 0.73 -2.28
C 3.50 1.46 -2.77
H 4.33 3.42 -3.09
H 2.35 4.58 -2.13
H 0.44 3.27 -1.28
H 2.47 -0.35 -2.34
H 4.36 0.95 -3.20
*
```



(6)
ORCA calculation (ωB97M-V/def2-TZVPD) on a cluster of 3 separate species, C38H28O8S in total in a non-equilibrium geometry.

Summary:
HOMO energy, Eh: -0.3366
Frontier orbital gap, eV: 7.9917
Lowest unoccupied orbital energy, hartree: -0.04294
Largest force on an atom, Eh/bohr: 0.042
SMILES string: O=C1c2ccccc2C(=O)c2ccccc21.O=C1c2ccccc2C(=O)c2ccccc21.O=C1C=CC(=O)C(COO)=C1CCCS

Structure (ORCA input):
```
! RIJCOSX wB97M-V def2-TZVPD def2/J DEFGRID3
* xyz 0 1
O -4.76 2.37 2.41
C -5.90 2.47 2.83
C -6.37 3.76 3.42
C -5.51 4.85 3.46
C -5.96 6.06 3.96
C -7.26 6.18 4.43
C -8.12 5.09 4.41
C -7.67 3.87 3.91
C -8.60 2.71 3.91
O -9.71 2.80 4.39
C -8.13 1.43 3.30
C -8.98 0.34 3.26
C -8.57 -0.84 2.67
C -7.29 -0.94 2.12
C -6.43 0.14 2.18
C -6.84 1.33 2.77
H -4.50 4.75 3.09
H -5.29 6.91 3.99
H -7.61 7.13 4.82
H -9.13 5.19 4.78
H -9.98 0.41 3.68
H -9.24 -1.69 2.63
H -6.97 -1.86 1.66
H -5.44 0.07 1.75
O 8.47 0.13 -4.98
C 7.89 -0.88 -4.61
C 7.45 -1.01 -3.19
C 7.68 0.03 -2.30
C 7.24 -0.07 -0.99
C 6.57 -1.21 -0.57
C 6.35 -2.26 -1.45
C 6.79 -2.17 -2.76
C 6.57 -3.31 -3.69
O 6.04 -4.33 -3.30
C 6.99 -3.16 -5.11
C 6.76 -4.20 -6.00
C 7.12 -4.06 -7.33
C 7.71 -2.89 -7.78
C 7.96 -1.86 -6.89
C 7.61 -1.99 -5.55
H 8.20 0.92 -2.63
H 7.42 0.74 -0.30
H 6.21 -1.28 0.45
H 5.83 -3.15 -1.11
H 6.29 -5.11 -5.65
H 6.93 -4.87 -8.02
H 7.99 -2.78 -8.82
H 8.43 -0.94 -7.23
O 1.97 -1.48 2.31
C 1.13 -1.58 1.47
C 1.23 -2.66 0.42
C 0.13 -3.25 0.07
C -1.13 -2.81 0.76
O -1.98 -3.58 1.07
C -1.20 -1.33 1.06
C -2.55 -0.68 0.96
O -3.15 -0.82 -0.30
O -2.49 0.03 -1.20
C -0.10 -0.71 1.39
C -0.05 0.79 1.67
C 1.36 1.37 1.66
C 1.97 1.47 0.24
S 3.64 0.75 0.09
H 2.20 -2.91 0.02
H 0.16 -4.03 -0.69
H -3.20 -1.22 1.66
H -2.53 0.35 1.33
H -2.71 0.92 -0.90
H -0.60 1.05 2.57
H -0.58 1.27 0.84
H 2.06 0.84 2.31
H 1.30 2.38 2.07
H 2.06 2.52 -0.04
H 1.33 0.99 -0.50
H 3.44 -0.49 -0.41
*
```